(1)
A cluster of 5 separate species, C34H78N4O3 in total in a non-equilibrium geometry. Source: OMol25; level of theory: ωB97M-V/def2-TZVPD.

The geometry in XYZ format:
```
119
Properties=species:S:1:pos:R:3:forces:R:3:lowdin_charge:R:1
H -4.3935 6.9016 4.6623 0.08 -0.05 -0.09 0.108
C 8.2531 0.2501 -3.0328 0.11 -0.10 0.16 -0.275
C -1.3764 -3.1709 -5.2477 0.11 -0.03 -0.02 -0.086
H -4.9431 -5.3267 0.0432 -0.21 -0.01 -0.17 0.089
H -4.5661 -0.3966 -5.0365 0.03 -0.02 -0.01 0.066
C 2.0895 -3.7065 -1.4285 -0.22 0.89 0.40 -0.142
H -1.5974 -4.3370 0.7416 0.15 -0.22 0.12 0.123
C 8.2736 3.3525 -2.9995 -0.04 0.13 -0.03 -0.088
C 2.9476 -2.4799 -1.0086 0.21 -0.83 -0.15 -0.264
H -3.1535 0.9674 3.1275 0.01 -0.04 0.00 0.067
H -0.9049 -1.7648 1.7399 -0.02 -0.02 0.00 0.058
C -1.3419 -0.4381 -6.4124 0.16 -0.12 -0.21 -0.247
H 7.2686 -1.6706 -3.2610 -0.04 0.05 0.02 0.078
H -6.0243 -0.1508 3.7276 0.06 0.05 -0.05 0.055
H -0.2206 -5.4830 -0.8658 0.30 -0.59 -0.33 0.115
C 4.2538 -2.9365 -0.3288 -0.09 1.11 -0.78 -0.033
H -1.2272 4.8180 2.0149 -0.02 0.02 0.00 0.073
C -4.0176 0.5394 -4.9294 -0.04 0.14 0.02 -0.087
H -3.5878 8.7096 5.9518 -0.01 -0.02 -0.02 0.070
H -3.5662 -0.5255 5.7810 -0.12 -0.10 -0.07 0.115
C 6.3029 1.1175 -1.8042 -0.03 -0.18 0.21 -0.248
C -2.8158 -1.7436 2.7250 0.13 0.14 -0.16 -0.275
H -3.2806 -2.1991 -5.3189 -0.02 -0.06 0.03 0.102
C -2.8905 7.8767 5.8366 -0.07 0.07 0.11 -0.088
C -1.2983 -1.6305 2.7502 0.01 0.01 0.02 -0.079
H -2.0408 1.2726 -4.5032 0.06 -0.05 -0.10 0.111
H -2.8019 1.6855 4.6934 0.00 -0.01 0.00 0.055
H 0.2800 -2.6069 -1.5161 -0.04 0.25 -0.01 0.113
H -4.4405 1.1973 4.3189 -0.02 0.00 -0.11 0.059
C -2.3694 -0.5709 -7.5451 0.05 0.09 -0.09 -0.083
H 3.1261 -1.8984 -1.9037 0.24 0.25 -0.13 0.138
H -2.1519 8.1746 5.0921 0.01 -0.03 -0.01 0.065
H 4.9720 -2.1835 -0.6459 0.60 0.01 0.56 0.112
N -3.4400 -1.6368 4.0291 -0.11 -0.10 0.14 -0.194
C 7.0208 1.5934 -0.5336 -0.14 0.03 0.11 -0.079
H -4.3755 -6.8242 0.8241 -0.16 -0.32 0.01 0.084
H 8.6577 0.2285 -4.0483 -0.04 0.16 -0.02 0.118
H 1.3729 -1.3310 0.1135 -0.25 -0.34 -0.20 0.115
H -3.0014 -1.4526 -7.4308 0.01 -0.01 0.03 0.067
H 8.0316 1.1918 -0.4531 0.00 -0.01 -0.03 0.069
H 5.4083 1.7272 -1.9560 0.09 0.08 -0.16 0.114
H -0.9095 0.5654 -6.4387 -0.09 0.04 0.13 0.114
H -0.1654 4.6316 6.8116 -0.02 -0.01 -0.02 0.072
N -1.7829 -0.7157 -5.0553 0.10 0.16 0.09 -0.198
H 9.0460 0.6653 -2.3916 0.05 -0.04 -0.01 0.100
H 7.6430 2.1938 -4.6870 0.04 -0.11 0.04 0.109
H -5.4251 -0.8499 2.2160 0.03 0.00 0.01 0.065
H -0.1218 -4.9434 -2.5891 0.37 -0.16 -0.14 0.103
N -2.9115 5.4844 4.9091 -0.17 0.02 0.10 -0.197
H -0.2382 5.8420 5.5384 -0.03 0.00 -0.02 0.068
C -2.3079 -2.0484 -4.8246 -0.15 -0.15 -0.09 -0.275
C -2.5831 0.3255 -4.4307 -0.03 0.09 0.22 -0.250
H -4.2615 6.2788 6.2770 0.09 -0.09 0.02 0.111
C -1.7584 -4.1433 -1.4169 0.91 -0.41 -0.12 -0.174
H 6.4683 1.2612 0.3484 0.01 -0.01 -0.02 0.070
H -1.7960 -3.0663 -1.5510 0.10 0.25 -0.19 0.095
H 4.6335 -3.8908 -0.6479 0.06 -0.44 0.06 0.123
H 5.9165 0.1107 -1.6193 0.09 -0.04 -0.06 0.085
C -3.0892 -0.4556 4.8001 0.25 0.16 0.07 -0.242
H -4.0901 -5.2492 1.5697 0.08 -0.03 0.26 0.077
H 7.8391 3.8358 -2.1260 0.04 -0.05 0.06 0.054
H 9.2040 2.8681 -2.7027 -0.02 -0.03 0.01 0.065
H 2.9351 -0.6294 0.1823 0.36 0.06 -0.39 0.131
H -2.0190 -0.4990 5.0173 0.00 -0.07 -0.09 0.101
H -5.2104 -2.0377 5.0432 0.09 0.08 0.03 0.112
O 4.5650 -3.2173 2.0743 2.14 -1.27 2.81 0.176
H -1.4537 6.5204 3.7559 0.01 0.01 -0.05 0.100
C -2.1167 4.7608 5.8873 0.17 -0.21 0.02 -0.249
C -2.2517 5.7689 3.6483 0.20 -0.02 -0.08 -0.275
C -3.3959 0.9191 4.1903 -0.02 0.08 0.13 -0.077
O -2.9259 -5.7442 -0.0737 0.47 -0.12 0.21 -0.181
H -0.8737 4.0800 3.5675 -0.01 -0.01 -0.01 0.066
H -1.8269 -4.1329 -4.9971 -0.01 0.02 0.02 0.073
H -0.9623 -0.6528 3.0979 0.01 -0.01 0.00 0.067
C -4.8531 -1.9778 4.0112 -0.13 -0.19 -0.01 -0.247
H 2.5066 -4.6201 -1.0261 0.01 -0.27 0.30 0.117
H 8.9308 -1.7558 -2.6726 0.00 0.01 -0.01 0.074
H -2.3881 7.7535 6.7948 0.08 -0.02 -0.04 0.054
H 7.6503 -1.2628 -1.5788 0.00 0.00 -0.01 0.060
H -2.3585 -4.5916 -2.2021 -0.41 -0.07 0.09 0.111
C -0.2933 -4.6535 -1.5608 -1.07 1.14 0.86 -0.170
H 7.0759 2.6792 -0.4798 0.10 0.00 -0.02 0.055
H 0.5104 -3.4431 0.0096 -0.02 0.08 0.26 0.107
H -2.9909 6.2009 2.9679 -0.07 0.08 0.13 0.118
H -4.5645 1.1545 -4.2113 0.02 -0.02 0.01 0.070
H -6.7622 -1.5984 3.0763 0.02 -0.02 0.00 0.070
C -1.6661 4.5378 2.9737 0.03 -0.04 -0.02 -0.088
C -3.6629 6.6168 5.4262 -0.21 0.10 -0.04 -0.251
C 3.9482 -2.8656 1.1633 -1.85 0.75 -3.12 -0.502
C -0.8013 5.3958 6.3592 0.02 -0.06 0.13 -0.081
C 7.2924 2.3808 -3.6670 0.01 0.09 -0.22 -0.250
C -2.3338 -4.4517 -0.0569 -1.14 0.08 -0.47 -0.245
H -2.6270 0.1063 -3.3586 0.02 -0.12 -0.03 0.107
C 2.4248 -1.5888 0.0935 -0.50 0.08 0.50 -0.142
H -4.0443 1.0691 -5.8803 -0.01 -0.07 -0.05 0.055
H -0.8564 -2.3968 3.3886 -0.01 0.04 0.04 0.086
H -1.1857 -3.1744 -6.3217 0.00 0.01 0.01 0.066
H 2.1863 -3.7771 -2.5052 -0.07 -0.20 -0.32 0.113
C -4.1468 -5.7899 0.6251 0.21 0.26 0.05 -0.112
H -1.8516 -0.6644 -8.5022 0.01 -0.01 0.02 0.071
H -0.4194 -3.1010 -4.7262 0.02 0.05 -0.04 0.073
H -3.1375 -3.7415 0.1467 -0.02 0.26 0.09 0.105
C -5.8078 -1.0839 3.2099 -0.14 -0.01 0.06 -0.087
H -2.4373 3.7887 2.7864 0.00 -0.01 0.07 0.070
H -3.2085 -0.9964 2.0161 0.02 -0.03 -0.07 0.103
N 7.0663 1.0876 -3.0409 -0.15 0.08 -0.13 -0.198
H -2.4854 -2.1611 -3.7514 -0.08 0.17 0.00 0.102
C 8.0006 -1.1897 -2.6098 -0.06 0.00 0.04 -0.090
O 2.7122 -2.3217 1.2853 -0.33 0.40 0.69 0.024
C 0.6260 -3.5358 -1.0655 0.16 -0.52 -0.78 -0.220
H 8.5328 4.1475 -3.7023 -0.01 -0.03 -0.01 0.070
H -0.9663 6.1586 7.1181 0.02 0.08 -0.07 0.054
H -3.0112 0.3054 -7.6181 -0.08 -0.05 0.04 0.054
H -3.0639 -2.7243 2.3095 -0.17 0.01 0.07 0.094
H -4.9393 -2.9984 3.6230 0.11 0.02 -0.06 0.104
H -2.7439 4.5507 6.7575 -0.10 0.13 -0.04 0.115
H -1.8876 3.7750 5.4747 -0.01 0.05 -0.09 0.081
H -0.5022 -1.1004 -6.6372 -0.05 -0.06 0.07 0.099
H 6.3282 2.8829 -3.7878 -0.04 -0.07 0.10 0.111
```
Positions in Å, forces in eV/Å.

net charge	0
LUMO level	0.4	eV
SMILES	COCCCCC[C@H]1COC(=O)C1.CCN(CC)CC.CCN(CC)CC.CCN(CC)CC.CCN(CC)CC

(2)
A cluster of 10 separate species, C34H78N9O7 in total in a non-equilibrium geometry. Source: OMol25; level of theory: ωB97M-V/def2-TZVPD.

The geometry in XYZ format:
```
128
Properties=species:S:1:pos:R:3:forces:R:3:lowdin_charge:R:1
H -6.1453 -8.9915 -26.1598 0.44 -0.25 -0.22 0.137
H -4.6312 -0.3870 -17.9247 0.34 1.88 -0.60 0.034
O -11.9956 -18.6299 -7.0102 -0.43 -1.61 -1.45 -0.125
C -9.5052 -10.4928 -6.5038 0.42 1.62 -0.92 0.057
C -7.0301 -0.5786 -17.2463 -2.43 1.45 -0.44 -0.115
H -6.8663 -2.4961 -16.5494 -1.05 -1.23 0.89 0.109
C -2.2335 -4.2970 -12.9866 1.45 2.24 -0.05 -0.363
C 0.5647 -10.5621 -12.5062 2.48 -1.99 3.47 -0.502
C -12.9075 -21.5593 -15.2722 -0.10 -0.69 2.35 -0.188
H -10.3400 -8.3326 -22.9967 0.37 0.73 -0.76 0.144
C -14.7208 -12.8085 -23.9305 0.34 0.37 -1.98 -0.100
H -0.3440 -11.5835 -14.0655 -0.75 -0.19 0.90 0.110
H 0.4442 -5.2327 -13.0698 1.31 0.80 1.04 0.084
H -7.4980 -0.7026 -18.2740 0.53 0.20 1.02 0.102
O -4.6365 -3.0605 -16.3698 0.20 -0.93 0.53 0.012
H -12.9335 -22.3869 -14.5014 -0.73 0.87 -0.83 0.157
H -19.1681 -13.1361 -16.7841 0.06 0.71 -0.46 -0.054
H -15.2832 -21.2738 -13.5578 0.18 1.08 -0.83 0.159
H -4.8857 -7.0078 -12.8672 -0.11 0.09 0.25 0.089
C -11.8481 -20.6157 -14.8144 1.76 2.17 -1.27 -0.095
H -2.7917 -3.6124 -11.0309 1.20 0.79 0.62 0.096
H -12.5194 -22.0387 -16.1413 -0.44 -0.20 -1.07 0.118
H -11.3291 -20.1226 -8.2702 -0.25 1.41 0.20 0.096
H -11.5073 -9.8960 -6.5120 -1.56 -0.49 1.50 0.149
H -7.7652 -7.4958 -22.5452 0.45 -0.14 -0.55 0.180
C -11.5422 -17.4813 -6.4396 2.17 2.63 1.59 -0.135
H -16.9339 -18.5687 -17.6358 -0.34 2.20 -0.09 0.072
H -16.7002 -13.1112 -27.7608 0.18 0.16 -0.28 0.091
C -4.1284 -1.3036 -17.8659 -1.17 -1.31 0.57 0.026
C -5.2559 -7.8421 -23.5602 1.65 -1.20 1.63 0.017
H -12.1390 -17.0560 -5.6448 -0.70 -0.83 0.29 0.092
H -14.7849 -11.7075 -24.0219 0.52 -0.51 0.00 0.084
N -6.5225 -8.1873 -24.1896 0.85 0.10 -0.32 -0.078
N -15.8097 -19.8706 -16.5050 0.58 -0.94 0.26 -0.097
C -16.2309 -20.0504 -15.1827 -1.33 1.84 -1.19 -0.016
C -3.3284 -9.0503 -14.5417 -0.36 1.91 0.63 -0.219
H 0.0397 -6.6768 -13.9341 -0.08 0.79 -0.51 0.113
H -10.9952 -7.9954 -9.1739 -0.22 -0.53 -0.43 0.121
H -4.6443 -7.1191 -24.0792 -0.16 0.01 -0.63 0.103
C -15.2834 -20.7056 -14.5157 2.18 -1.76 -0.41 0.041
H -0.8552 -12.3250 -12.4496 0.75 -0.68 0.20 0.070
H 2.3610 -9.4283 -10.8537 0.64 0.13 -1.20 0.080
C -14.5835 -20.4209 -16.6773 -1.56 -0.14 1.88 0.012
C -0.2308 -5.6135 -13.7650 -0.34 -0.81 -1.17 0.029
N -10.6906 -9.6204 -6.9765 1.54 -2.41 -0.85 0.135
H -10.1179 -6.9106 -24.0872 -0.40 1.45 -0.07 0.114
O -4.0747 -7.0523 -13.3706 -0.08 -0.02 0.32 -0.084
C -16.7431 -19.5836 -17.5959 1.45 -1.17 -0.60 0.027
C -16.0934 -13.3352 -23.7225 -1.31 -1.60 -1.32 -0.143
H -17.8900 -11.5679 -26.2837 0.68 -0.86 1.73 0.141
C -17.3987 -11.8947 -25.3010 0.66 0.95 -0.31 0.146
H -9.4530 -10.6459 -5.4685 -0.80 -0.10 1.55 0.092
H -16.0040 -14.4751 -23.6174 -0.80 1.72 -0.03 0.150
C -17.0993 -14.2527 -26.0498 -1.00 1.86 0.60 -0.126
H -1.4390 -6.1270 -12.1311 -0.18 0.50 -0.70 0.205
H -9.4462 -11.4133 -7.0094 -0.59 -1.09 -0.72 0.090
H -18.4144 -13.0424 -27.3811 0.55 -0.75 0.31 0.092
H -10.9813 -8.3796 -26.0334 0.28 -0.21 0.70 0.096
N -6.3534 -1.7014 -16.7825 1.46 -1.30 0.19 -0.024
H 1.6102 -10.2162 -9.7140 0.30 -0.80 0.41 0.093
C -5.0387 -2.0687 -16.9398 -0.68 -0.44 -0.91 -0.548
H -3.3353 -9.6225 -13.6117 -0.10 0.39 0.29 0.111
H -11.5609 -16.6415 -7.1766 0.75 -0.67 0.23 0.104
H 3.1283 -10.9091 -10.3002 1.04 -0.71 0.04 0.077
H -17.1211 -11.0846 -24.5743 -0.68 -0.89 -0.57 0.137
H -12.0742 -8.4053 -24.6905 0.36 0.15 0.08 0.089
H -17.6896 -20.0853 -17.4510 0.10 -0.52 -0.15 0.112
H -9.5271 -8.9166 -9.3916 -1.31 -0.45 -0.26 0.137
H -11.7032 -19.7057 -15.4856 -0.58 -1.07 0.47 0.101
H -11.8143 -20.1791 -13.8169 -0.56 -0.59 0.20 0.079
H -10.5323 -17.7482 -5.9614 -1.10 1.05 -0.87 0.131
N -1.5377 -5.6690 -13.0616 1.09 1.74 1.31 0.096
O -1.8420 -3.4190 -13.6963 -0.38 -1.55 0.24 0.189
N -14.2222 -20.9286 -15.4849 -0.81 -0.13 -0.02 -0.028
C -11.1203 -9.9898 -8.4551 0.53 -0.36 0.17 -0.386
H -17.7606 -14.4244 -28.1640 0.20 -0.61 0.28 0.100
H -10.1773 -18.6269 -8.1329 -1.03 0.15 0.30 0.085
H -0.2768 -4.9089 -14.6387 -0.13 -1.16 0.75 0.131
H -4.0748 -3.4727 -12.1554 1.16 -0.71 -0.21 0.139
C -7.6133 -7.9324 -23.5354 -2.93 -0.11 0.23 -0.035
H -4.0812 -1.7685 -18.8862 0.30 0.28 1.21 0.119
H -14.0594 -20.5335 -17.6244 -0.08 0.13 0.42 0.176
H -4.6443 -8.7732 -23.3522 -0.71 1.01 -0.58 0.129
C -10.0979 -7.9559 -24.0265 0.60 -2.96 0.97 -0.123
C -17.5196 -13.7130 -27.3835 -0.75 1.10 -0.70 -0.081
H -5.4269 -7.4094 -22.5421 -0.28 -0.34 -0.99 0.110
H -4.1459 -7.1576 -15.3421 0.70 -0.05 -0.89 0.116
H -17.8327 -14.8362 -25.5457 -0.57 -0.92 0.11 0.126
H -3.5500 -5.0245 -11.4696 -0.20 -0.54 -0.15 0.073
H -17.1707 -19.5020 -14.9272 0.92 -1.19 0.17 0.167
H -1.7143 -9.1115 -15.5930 -0.03 1.31 1.52 0.133
C 2.2222 -10.4668 -10.6022 -1.44 2.45 1.84 -0.106
C -18.5872 -12.4115 -17.3892 -0.59 -2.60 3.07 0.025
H -14.1239 -13.1006 -23.0882 0.42 0.05 0.40 0.080
H 1.1229 -12.0562 -11.2469 -0.41 -1.65 0.60 0.094
C -10.6626 -9.0159 -9.4527 1.46 1.06 1.07 0.034
H -2.1614 -6.2079 -13.5678 -1.89 -2.01 -1.36 0.083
N -16.9663 -13.0718 -25.0520 1.16 -0.25 0.43 -0.066
O -11.6803 -11.0206 -8.5732 0.19 0.59 0.29 0.215
H -11.0529 -9.7721 -24.8808 0.53 0.24 0.02 0.089
H -16.1755 -19.8694 -18.5043 -0.97 0.02 0.27 0.114
H -1.4532 -10.8055 -12.8332 -0.18 0.27 -0.57 0.057
H -16.1673 -14.7700 -26.1183 0.70 -0.19 0.30 0.122
H -8.5787 -9.9801 -6.7103 0.09 0.52 -0.44 0.103
H -16.6065 -12.8374 -22.8895 -0.09 -0.46 -0.31 0.128
O 0.7900 -9.4407 -12.8628 -0.57 1.07 -0.77 0.049
H -8.8679 -9.1819 -26.2374 0.07 -0.08 0.18 0.141
H -3.6181 -9.7269 -15.2776 -0.63 -1.18 -1.51 0.096
N -8.6576 -8.3407 -24.2942 -1.59 1.27 2.14 -0.045
H -10.5154 -8.6676 -6.7857 0.26 1.49 0.09 0.156
C -3.1741 -4.1029 -11.8868 -2.90 -0.31 0.09 0.017
H -19.0487 -12.0205 -18.2016 -0.87 1.36 -2.34 -0.120
H -6.2286 0.1366 -17.2868 -0.61 1.26 -0.15 0.066
H -11.0129 -9.3769 -10.3900 -0.08 0.21 -0.91 0.096
H -14.2762 -13.2770 -24.8740 -0.40 0.81 1.26 0.115
C -4.3114 -7.8488 -14.5382 1.14 -0.19 0.32 -0.188
N 1.4201 -11.1689 -11.5072 -2.11 1.06 -3.59 -0.002
H -17.5707 -12.5309 -17.1724 1.49 0.48 -0.29 -0.109
O -2.0224 -8.5499 -14.8206 0.28 -1.30 -1.42 -0.083
H -7.9077 -0.2681 -16.5122 2.04 -0.41 -1.43 0.132
H -5.3450 -8.0811 -14.6818 -0.78 -0.71 0.51 0.112
C -6.8612 -8.7741 -25.4054 -0.02 0.18 0.37 0.046
C -11.1972 -19.0450 -7.9721 0.57 -2.17 -0.25 0.017
H -3.2705 -1.3198 -17.2179 1.09 0.51 -0.80 0.090
C -8.2273 -8.8701 -25.4289 1.79 -0.16 -1.53 -0.021
C -0.5785 -11.4336 -12.9788 0.24 1.14 -1.31 0.002
C -11.0427 -8.6788 -24.9641 -1.20 0.40 -0.80 -0.093
H -10.9202 -21.1547 -14.9987 0.24 -0.03 0.46 0.085
```
Positions in Å, forces in eV/Å.

net charge	+5
LUMO level	-9.1	eV

The calculation returns the following total energy values, one per record and in order: -48624.1676, -64211.0083 eV.
The calculation returns the following Kohn-Sham gap values, one per record and in order: 8.6, 1.1 eV.
The calculation returns the following HOMO energy values, one per record and in order: -8.15, -10.19 eV.